Molecular formula: C16H9BrCl2NNiO2S
Method: DFT, ωB97M-V with the def2-TZVPD basis set

The geometry in XYZ format:
```
33
C16H9BrCl2NNiO2S, DFT ωB97M-V with the def2-TZVPD basis set
Ni 0.731 0.796 -0.024
Br 3.080 0.954 0.367
C 3.342 -0.957 0.136
C 4.610 -1.459 0.079
C 4.779 -2.846 -0.023
C 3.690 -3.671 -0.030
C 2.377 -3.158 0.015
C 1.241 -3.991 0.004
C -0.014 -3.446 0.058
C -0.195 -2.055 0.077
C 0.871 -1.176 0.046
C 2.178 -1.747 0.071
H 5.467 -0.803 0.113
H 5.781 -3.251 -0.088
H 3.822 -4.745 -0.071
H 1.382 -5.062 -0.048
H -0.884 -4.090 0.065
H -1.203 -1.664 0.098
Cl 0.280 2.817 -0.835
C -1.434 2.893 -0.395
C -1.882 4.265 -0.049
C -3.181 4.480 0.228
C -4.242 3.506 0.239
C -4.166 2.186 -0.028
Cl -5.595 1.254 0.032
C -2.900 1.471 -0.419
S -3.060 -0.201 -0.866
H -1.154 5.058 -0.044
H -3.484 5.493 0.463
H -5.218 3.899 0.490
O -2.213 2.297 -1.392
N -1.848 1.896 0.636
O -0.956 1.056 1.094
```

Values from the calculation:
E_LUMO (spin up / spin down)   2.35 / 2.36 eV
Total charge   -1
Max |F|   2.93 eV Å⁻¹